Entry 1:
The following is a quantum chemistry calculation of a single C4H7NO molecule at a distorted geometry, from the Open Molecules 2025 dataset.

Each line ends with the natural charge from an NBO analysis.
Geometry (Å):
C  0.33867  -0.79080  -0.25933  0.565
C  -1.09734  -0.77110  0.17349  -0.020
H  1.49159  1.01753  1.02389  0.176
H  -1.54887  -1.42708  0.99507  0.211
C  2.19216  0.48369  0.48270  -0.418
H  -2.22631  0.03395  -1.38591  0.238
H  -1.38073  1.36324  -0.49715  0.221
H  -2.75662  0.39027  0.09835  0.216
N  1.57048  -0.55250  -0.29050  -0.480
H  2.81171  1.30125  -0.10410  0.195
C  -1.87068  0.30066  -0.42177  -0.655
O  -0.54543  -1.53398  -0.91852  -0.455
H  3.02136  0.18487  1.10376  0.206

Properties
SMILES: C/N=C1/O[C@@H]1C
Highest occupied orbital energy, Ha: -0.341
Energy relative to the best compared isomer or geometry (same formula, charge and spin), eV: 3.567

Entry 2:
The following is a quantum chemistry calculation of a single C4H7NO molecule, from the Open Molecules 2025 dataset.

Each line ends with the natural charge from an NBO analysis.
Geometry (Å):
H  2.18919  0.66690  0.45117  0.196
N  -0.77558  -2.01812  -1.14079  -0.690
C  1.19564  0.25353  0.63772  -0.068
H  -0.04689  -2.72072  -1.27491  0.346
C  -0.28845  -1.00757  -0.56333  0.564
H  -1.67512  0.59086  -0.96125  0.243
H  -1.72300  -0.03455  0.68726  0.233
H  -0.23648  1.83163  1.14035  0.220
C  -1.05409  0.22810  -0.13944  -0.495
C  0.04550  1.20230  0.29203  -0.430
H  0.33101  1.85600  -0.53823  0.211
O  1.02475  -0.88039  -0.21556  -0.505
H  1.14297  -0.08623  1.67986  0.173

Properties
SMILES: [H]/N=C1/CCCO1
Highest occupied orbital energy, Ha: -0.363
Energy relative to the best compared isomer or geometry (same formula, charge and spin), eV: 0.736

Entry 3:
The following is a quantum chemistry calculation of 2 unconnected molecules or ions with the total composition C4H7NO, from the Open Molecules 2025 dataset.

Each line ends with the natural charge from an NBO analysis.
Geometry (Å):
N  0.25258  -0.92138  0.79569  -0.404
H  1.19204  -0.93510  -1.68324  -0.007
C  -0.90439  -0.24470  0.34683  0.396
C  0.74760  1.28824  0.29878  -0.145
H  -2.22622  -1.85964  0.38433  0.222
H  2.21947  -0.30979  1.04883  0.203
H  1.02769  -0.62760  -2.34322  0.003
O  -0.64123  1.08385  0.10996  -0.487
H  -2.92773  -0.24835  -0.24275  0.216
C  -2.08939  -0.81406  0.14403  -0.493
H  1.22793  1.55573  -0.65248  0.201
C  1.19596  -0.06460  0.77434  0.094
H  0.92569  2.09740  1.01891  0.203

Properties
SMILES: C=C1N=CCO1.[H][H]
Highest occupied orbital energy, Ha: -0.317
Energy relative to the best compared isomer or geometry (same formula, charge and spin), eV: 2.673

Entry 4:
The following is a quantum chemistry calculation of a single C4H7NO molecule, from the Open Molecules 2025 dataset.

Each line ends with the natural charge from an NBO analysis.
Geometry (Å):
C  1.17070  0.50452  1.04221  0.042
C  0.29091  0.02411  -1.14230  -0.298
H  -0.59954  -1.92651  -0.57846  0.209
H  -1.86529  0.73107  0.31781  0.190
N  1.43383  -0.10714  -0.20915  -0.143
C  -0.76592  -0.85153  -0.52872  -0.188
C  -1.71236  -0.34588  0.25677  -0.388
H  -0.03825  1.06975  -1.20683  0.201
H  1.62899  0.03303  1.91017  0.174
H  -2.33253  -0.96355  0.89718  0.206
H  0.18289  0.93194  1.21838  0.165
H  0.61938  -0.30588  -2.13393  0.213
O  1.98718  1.20610  0.15685  -0.383

Properties
SMILES: C=CCN1CO1
Highest occupied orbital energy, Ha: -0.352
Energy relative to the best compared isomer or geometry (same formula, charge and spin), eV: 4.219

Entry 5:
The following is a quantum chemistry calculation of a molecular structure, C4H7NO at a distorted geometry, from the Open Molecules 2025 dataset.

Each line ends with the natural charge from an NBO analysis.
Geometry (Å):
C  -1.04514  -0.94047  -1.53094  -0.435
C  0.40470  0.89706  -0.45436  -0.565
H  0.40701  2.05280  -0.26521  0.245
C  1.21192  0.26929  0.74197  0.669
O  2.49146  0.25738  0.62002  -0.629
H  -2.22837  0.76628  -0.07331  0.257
H  -2.11321  -1.41748  -1.37903  0.201
H  1.14017  0.61466  -1.30409  0.268
H  -0.03798  -1.78709  -2.27512  0.261
C  -1.03823  0.29933  -0.64346  -0.257
H  -0.67257  -0.36585  1.97348  0.421
N  0.52077  -0.11210  1.86665  -0.850
H  0.95949  -0.53380  2.72340  0.414

Properties
Highest occupied orbital energy, Ha: -0.338
Energy relative to the best compared isomer or geometry (same formula, charge and spin), eV: 6.314

Entry 6:
The following is a quantum chemistry calculation of a single C4H7NO molecule at a distorted geometry, from the Open Molecules 2025 dataset.

Each line ends with the natural charge from an NBO analysis.
Geometry (Å):
H  3.24046  -0.63638  -0.00416  0.474
C  -0.29073  1.52190  0.03597  -0.654
O  2.35970  -0.89935  0.09597  -0.582
H  -0.68084  1.38787  1.10277  0.228
H  -1.13384  1.71111  -0.76111  0.218
H  0.33383  -1.82295  -0.19007  0.227
H  -2.09211  -2.06607  -0.08791  0.210
C  -1.65881  -1.06635  0.01085  -0.354
C  0.47781  0.22791  -0.15382  0.171
H  -2.31969  -0.14087  0.22815  0.214
H  0.32252  2.43304  -0.07707  0.239
N  1.74789  0.35681  -0.11483  -0.126
C  -0.30620  -1.00667  -0.08474  -0.263

Properties
SMILES: C=C/C(C)=N\O
Highest occupied orbital energy, Ha: -0.338
Energy relative to the best compared isomer or geometry (same formula, charge and spin), eV: 3.375

Entry 7:
The following is a quantum chemistry calculation of a single C4H7NO molecule, from the Open Molecules 2025 dataset.

Each line ends with the natural charge from an NBO analysis.
Geometry (Å):
H  -1.70480  1.18600  -1.30246  0.196
H  2.26595  -0.78224  1.00996  0.233
O  -0.07185  -1.07370  -0.16483  -0.504
H  2.66090  0.76861  0.20713  0.239
H  -1.80559  -0.88001  0.93873  0.177
C  -1.43909  -0.64362  -0.06515  -0.095
H  -1.92571  1.43626  0.43086  0.203
C  2.12948  -0.17852  0.10612  -0.669
H  2.52524  -0.75198  -0.73712  0.234
N  0.07786  1.18312  -0.16209  -0.480
C  0.67367  0.06460  -0.09461  0.548
H  -2.03352  -1.20056  -0.79106  0.193
C  -1.34945  0.87688  -0.31015  -0.276

Properties
SMILES: CC1=NCCO1
Highest occupied orbital energy, Ha: -0.346
Energy relative to the best compared isomer or geometry (same formula, charge and spin), eV: 0.830

Entry 8:
The following is a quantum chemistry calculation of a single C4H7NO molecule at a distorted geometry, from the Open Molecules 2025 dataset.

Each line ends with the natural charge from an NBO analysis.
Geometry (Å):
H  0.12008  0.98491  -1.33698  0.229
H  -2.43406  -0.85621  1.17394  0.324
H  1.59733  0.56489  -0.16469  0.265
C  0.44923  0.70000  -0.26059  -0.514
N  -2.42885  -1.18263  0.12444  -0.577
H  -0.12761  -0.46592  1.37582  0.232
H  -0.16760  2.76832  0.10122  0.114
H  -1.13770  -1.52610  -1.32852  0.163
C  0.04953  1.82218  0.58621  0.426
C  -0.03705  -0.65349  0.22412  -0.496
H  0.70351  -1.40999  0.25040  0.234
C  -1.24245  -1.11334  -0.36594  0.117
O  -0.03943  1.87397  1.79197  -0.518

Properties
SMILES: [H]/N=C\CCC=O
Highest occupied orbital energy, Ha: -0.373
Energy relative to the best compared isomer or geometry (same formula, charge and spin), eV: 2.381

Entry 9:
The following is a quantum chemistry calculation of a single C4H7NO molecule at a distorted geometry, from the Open Molecules 2025 dataset.

Each line ends with the natural charge from an NBO analysis.
Geometry (Å):
H  0.03958  -2.22069  -0.32346  0.188
C  -0.43925  -1.24593  -0.24757  -0.050
H  -2.23063  -0.22021  0.53012  0.111
H  1.94096  -0.18601  0.12675  0.236
C  1.48945  0.82880  0.20906  -0.583
H  -0.89380  1.40031  -0.02879  0.185
C  0.05078  1.05244  -0.52899  -0.249
H  1.39138  1.02408  1.26954  0.214
N  0.08951  -0.31316  -0.92875  -0.322
C  -1.69236  -1.18812  0.53454  0.351
H  2.19451  1.47095  -0.30972  0.214
H  0.24626  1.77658  -1.32768  0.204
O  -2.18640  -2.17902  1.02494  -0.500

Properties
SMILES: CC/N=C\C=O
Highest occupied orbital energy, Ha: -0.340
Energy relative to the best compared isomer or geometry (same formula, charge and spin), eV: 3.224

Entry 10:
The following is a quantum chemistry calculation of 2 unconnected molecules or ions with the total composition C4H7NO, from the Open Molecules 2025 dataset.

Each line ends with the natural charge from an NBO analysis.
Geometry (Å):
O  -2.64046  -0.98294  0.32464  -0.579
H  -1.13041  -0.49861  -0.98466  0.099
H  -0.40844  0.49859  1.93220  0.215
C  0.97772  0.69091  -1.12541  -0.159
H  -1.32064  1.44129  0.58711  0.219
C  -0.49804  0.81302  0.90322  -0.330
H  2.67401  0.27865  0.26124  0.187
N  0.53724  0.71358  0.09040  -0.193
H  -0.72393  -1.67368  0.38720  0.097
H  1.60564  -1.18481  -0.06293  0.185
C  1.73964  -0.10149  -0.15686  -0.209
C  -1.48551  -0.98738  -0.04638  0.231
H  0.67319  0.99287  -2.10976  0.238

Properties
Highest occupied orbital energy, Ha: -0.279
Energy relative to the best compared isomer or geometry (same formula, charge and spin), eV: 5.859

Number 1: Kohn-Sham gap 10.247 eV. Number 2: Kohn-Sham gap 10.823 eV. Number 3: Kohn-Sham gap 9.459 eV. Number 4: Kohn-Sham gap 10.710 eV. Number 5: Kohn-Sham gap 9.727 eV. Number 6: Kohn-Sham gap 9.788 eV. Number 7: Kohn-Sham gap 10.467 eV. Number 8: Kohn-Sham gap 10.792 eV. Number 9: Kohn-Sham gap 9.209 eV. Number 10: Kohn-Sham gap 8.407 eV.